Computed, not measured: a molecular structure, C53H55Cl2HfN5S in a non-equilibrium geometry, with the ωB97M-V functional and the def2-TZVPD basis.

- Frontier orbital gap: 5.76 eV
- Highest occupied orbital energy: -6.72 eV
- E_tot: -3693.20857 Ha

ORCA input file:
```
! RIJCOSX wB97M-V def2-TZVPD def2/J DEFGRID3
* xyz 0 1
H 2.16937 1.02877 5.52804
C 2.45489 -2.19946 -2.53432
C 2.12579 2.91487 -0.02486
C 2.16035 2.20148 2.15590
H 0.83122 2.31915 -5.11915
H -2.22056 -4.90828 -4.81413
H -2.67105 3.69716 4.07067
C -4.22265 -2.55887 -4.24063
C -1.96351 -2.19482 -3.18553
C 2.82003 4.43267 1.70245
H -2.51654 2.72922 -4.31675
H -1.23440 5.62415 4.77675
C 0.74990 1.78024 -1.72894
H 1.11082 -0.95360 4.39818
C -2.54519 1.21305 -1.60013
C 2.29647 -3.33507 3.98146
H -1.64422 -5.27523 -2.43397
C -1.22720 -3.19796 -2.62462
H 4.11023 -2.84158 5.07139
H 2.41366 -4.41808 4.04618
C -1.84008 -1.05502 -2.30386
H 1.07863 -7.17479 1.55898
C 0.93525 -1.72072 2.44690
H -2.30449 -2.79846 -5.19813
H -2.01827 5.49302 0.21871
H -1.75936 3.30427 5.52221
H 3.75374 -5.19136 -3.40358
H 2.12189 -5.28102 0.30663
C -0.02010 0.40509 3.24901
H -0.60086 -4.25244 -5.12314
C 2.60350 4.16759 0.36656
H 2.75932 4.94088 -0.37178
H 3.58545 -1.58682 3.92795
C -2.90347 5.62937 -0.40343
C -4.21325 2.68133 -2.96263
H -3.14451 0.22108 -3.35262
N -1.85426 1.27571 -0.42460
H -0.80792 -5.95581 -4.71309
H 2.86137 3.54135 3.67044
H -0.16440 -5.98020 1.15223
C 1.83799 2.62452 -1.43522
C -2.76136 -2.15126 -4.45455
H 2.94432 3.47897 -4.52632
H 0.42205 -4.37611 -0.83058
N 0.41044 -1.68892 1.18953
C -2.25236 2.42743 0.18814
C -2.52158 0.13864 -2.47230
H 3.12924 5.42009 2.02083
Cl 1.38565 -0.99016 -3.13493
C 0.17313 -3.36141 -0.55298
H 4.91401 -4.82842 -1.24454
C -0.80339 4.76744 4.25704
S 2.79635 -0.50722 -0.35381
C 1.42075 1.60050 6.07971
H -4.78874 -2.48384 -5.17018
C 0.66100 -2.91914 0.66229
H 0.20123 4.59548 4.64531
H -3.95532 3.55095 -4.94403
H -4.23242 4.37186 0.74394
H -4.69508 -1.91420 -3.49825
C 1.58983 -2.98554 2.70737
N -0.51635 0.86645 2.06428
H -0.46528 1.19833 -3.41128
C -1.17494 -4.94943 -4.51100
N -1.01771 -1.34571 -1.25006
C 3.55797 -4.29935 -2.82385
C 2.64250 3.40743 2.62067
C 2.67745 -3.33628 -3.28785
C -1.89849 2.79514 1.47267
H -5.04374 3.33222 -2.68436
C -0.99454 -4.62533 -3.02943
H -2.32531 3.71323 1.85470
C -1.16531 2.03102 2.36370
C 1.84199 -5.15035 1.35400
C -0.35861 1.30092 4.32948
H 2.01714 1.37604 2.83492
H -2.57057 5.74458 -1.43542
N 1.83762 1.96635 0.88155
C 0.00492 1.10078 5.76676
H -3.40179 6.55016 -0.09714
H -4.28411 -3.58814 -3.88442
C 3.06561 -1.95431 -1.29247
H 0.49181 -6.05424 2.78944
H 4.34761 -3.05522 3.33561
Cl 4.85174 -2.73941 0.58670
Hf 0.15897 0.24149 -0.12766
H -2.97303 4.30829 -3.67791
H 2.72839 -5.36257 1.95482
C -1.06654 2.32388 3.77494
C -1.66554 3.51366 4.45551
H -0.07916 0.04294 6.02354
C 1.13974 2.39352 -4.08286
C 1.41869 -3.73610 1.58853
H -4.64575 1.76059 -3.35892
C 3.67020 -2.66248 4.08890
C 2.63049 3.21312 -2.42008
H 1.63923 1.50845 7.14439
H 0.03176 -4.88298 -2.75914
C 2.30406 3.07001 -3.75534
C 3.97522 -2.94865 -0.88233
H 3.52946 3.75244 -2.14396
H -2.72167 -1.13763 -4.85804
C 0.74332 -6.15112 1.73228
C -0.64012 -2.65020 -1.41934
C 0.40783 1.75779 -3.09042
C -3.38036 2.38159 -1.75720
C 0.71492 -0.75713 3.40982
H -0.70852 1.64426 6.38845
C -3.85512 4.43328 -0.28036
H 1.51971 2.65054 5.79996
C -3.36457 3.36007 -4.04687
C -3.19623 3.14029 -0.64080
H -0.71932 5.01142 3.19724
H 2.16626 -3.45979 -4.23373
H -4.71527 4.59154 -0.93240
H 1.68347 -3.02779 4.83276
C 4.20863 -4.09816 -1.61816
*
```